(a)
The following is a DFT calculation (ωB97M-V with the def2-TZVPD basis set) of the ion C5H9N2 with charge +1.

Each line ends with the Löwdin charge.
CARTESIAN COORDINATES (ANGSTROEM)
H1 -2.65 -0.50 -0.73  0.13
C1 -2.30 0.14 0.16  0.04
H2 -0.56 -0.82 -2.12  0.12
H3 1.18 1.44 0.19  0.10
H4 2.02 -1.31 1.15  0.14
H5 1.78 -1.89 -1.21  0.13
H6 -2.65 -0.25 1.13  0.11
C2 1.20 0.81 1.02  -0.02
C3 -0.20 -0.64 -1.13  0.16
C4 1.46 -0.86 -0.98  0.01
C5 1.40 -0.64 0.59  -0.19
H7 -2.53 1.24 0.10  0.12
N1 0.08 -0.15 1.06  -0.01
N2 -0.85 -0.12 -0.03  -0.09
H8 1.56 1.20 1.99  0.14
H9 1.88 -0.02 -1.52  0.11

Properties
molar mass = 97.14 g mol⁻¹
lowest unoccupied orbital energy = -5.24 eV
charge = +1
SMILES string = C[N+]1=CC[C@H]2CN21

(b)
The following is a DFT calculation (ωB97M-V with the def2-TZVPD basis set) of a cluster of 2 separate species, C5H9N2 in total.

Each line ends with the Löwdin charge.
CARTESIAN COORDINATES (ANGSTROEM)
C1 0.22 -1.61 2.27  0.00
H1 0.17 2.57 -2.86  0.15
H2 2.18 -2.93 0.37  0.16
H3 -1.47 -1.20 1.08  0.14
N1 0.59 -1.71 0.92  -0.11
H4 -0.37 -2.52 2.45  0.15
H5 -0.56 4.08 -2.21  0.11
C2 -0.46 -0.80 1.19  -0.05
N2 -0.63 2.23 -0.98  -0.02
C3 -0.70 2.97 -2.14  -0.11
C4 -0.49 1.50 -0.11  0.14
H6 -1.67 2.88 -2.70  0.11
H7 -0.30 0.27 0.66  -0.02
C5 1.32 -2.26 0.05  0.20
H8 0.94 -1.37 2.94  0.10
H9 1.22 -2.09 -0.92  0.06

Properties
molar mass = 97.14 g mol⁻¹
lowest unoccupied orbital energy = -4.17 eV
charge = +1

Unit: hartree. Relative energies: (a) 0.0000; (b) 0.0536.

(a)
The following is a DFT calculation (ωB97M-V with the def2-TZVPD basis set) of a structure of composition C5H9N2.

Each line ends with the Löwdin charge.
CARTESIAN COORDINATES (ANGSTROEM)
H1 0.63 0.52 1.75  0.14
N1 -1.05 1.53 -0.67  0.25
H2 0.09 -2.21 1.33  0.12
H3 -1.67 1.31 0.21  0.21
C1 0.27 0.70 -0.45  -0.33
H4 2.41 -1.30 1.01  0.13
C2 2.10 -0.10 -0.80  -0.15
H5 3.15 -0.33 -1.33  0.17
H6 -1.36 1.22 -1.60  0.17
N2 1.17 0.73 -1.36  0.17
H7 -0.91 -1.95 0.01  0.07
C3 -0.53 -1.32 0.81  -0.01
C4 1.76 -0.76 0.33  -0.04
H8 -1.04 2.59 -0.67  0.20
C5 0.57 0.08 0.80  -0.15
H9 -1.37 -1.31 1.46  0.04

Properties
molar mass = 97.14 g mol⁻¹
lowest unoccupied orbital energy = -4.11 eV
charge = +1

(b)
The following is a DFT calculation (ωB97M-V with the def2-TZVPD basis set) of the ion C5H9N2 with charge +1.

Each line ends with the Löwdin charge.
CARTESIAN COORDINATES (ANGSTROEM)
H1 -2.94 -0.29 0.97  0.09
N1 -1.35 -0.80 0.05  0.04
H2 2.69 1.35 0.38  0.15
H3 0.87 -2.03 0.78  0.13
H4 -3.35 -0.07 -0.76  0.10
H5 0.49 1.13 -1.22  0.21
C1 -2.53 -0.01 0.00  -0.12
N2 2.18 -0.57 0.05  0.09
C2 0.56 0.95 -0.05  -0.06
H6 3.17 -0.98 -0.01  0.24
H7 1.14 -1.93 -1.05  0.18
C3 -0.14 -0.38 0.03  -0.26
C4 1.97 0.68 0.03  0.00
C5 1.02 -1.40 -0.05  -0.05
H8 0.09 1.84 0.47  0.16
H9 -2.33 1.13 0.17  0.10

Properties
molar mass = 97.14 g mol⁻¹
lowest unoccupied orbital energy = -4.87 eV
charge = +1
SMILES string = C/N=C1\CC=[NH+]C1

(c)
The following is a DFT calculation (ωB97M-V with the def2-TZVPD basis set) of the ion C5H9N2 with charge +1.

Each line ends with the Löwdin charge.
CARTESIAN COORDINATES (ANGSTROEM)
C1 0.98 -0.43 0.19  -0.27
H1 1.82 1.17 -1.17  0.14
C2 0.12 -1.38 -0.70  0.13
C3 2.18 0.48 -0.28  -0.02
H2 0.15 1.27 1.34  0.13
H3 -2.03 -1.41 -0.77  0.21
H4 2.46 1.16 0.58  0.11
H5 2.96 -0.20 -0.43  0.05
H6 -3.20 0.54 -0.34  0.12
H7 1.44 -1.08 0.99  0.19
H8 0.56 -2.21 -1.19  0.15
H9 -2.51 1.71 0.94  0.16
N1 -1.13 -1.01 -0.49  0.17
N2 -2.49 0.79 0.38  0.12
C4 -1.24 0.15 0.21  -0.35
C5 -0.06 0.45 0.72  -0.02

Properties
molar mass = 97.14 g mol⁻¹
lowest unoccupied orbital energy = -5.02 eV
charge = +1
SMILES string = C[C@@H]1C=[NH+]C(N)=C1

(d)
The following is a DFT calculation (ωB97M-V with the def2-TZVPD basis set) of the ion C5H9N2 with charge +1.

Each line ends with the Löwdin charge.
CARTESIAN COORDINATES (ANGSTROEM)
H1 -0.23 3.46 -1.81  0.08
C1 0.19 -0.64 0.78  -0.11
N1 0.01 0.00 -0.39  0.12
H2 -0.20 -3.03 2.52  0.14
H3 0.57 1.24 -3.40  0.14
H4 -0.07 -1.42 3.15  0.08
C2 -0.80 -2.02 2.61  -0.06
H5 -1.18 1.46 -3.10  0.09
H6 1.16 2.72 -2.11  0.06
C3 -0.05 0.51 -1.42  0.22
N2 0.25 2.87 -2.39  0.06
H7 1.12 -0.21 1.28  0.17
C4 -0.24 1.58 -2.71  -0.13
H8 -1.62 -1.72 0.60  0.13
C5 -0.80 -1.41 1.25  -0.08
H9 -1.81 -2.15 3.00  0.09

Properties
molar mass = 97.14 g mol⁻¹
lowest unoccupied orbital energy = -4.28 eV
charge = +1
SMILES string = C/C=C/[N+]#CCN

Unit: hartree. Relative energies: (a) 0.0872; (b) 0.0241; (c) 0.0000; (d) 0.0483.

(a)
The following is a DFT calculation (ωB97M-V with the def2-TZVPD basis set) of the ion C5H9N2 with charge +1.

Each line ends with the Löwdin charge.
CARTESIAN COORDINATES (ANGSTROEM)
C1 -1.20 -1.09 0.17  -0.06
C2 2.11 0.65 -0.11  -0.01
H1 0.97 -1.63 0.16  0.20
C3 0.75 0.33 0.06  -0.17
H2 2.57 1.10 0.69  0.08
H3 -0.13 2.45 0.29  0.10
H4 -3.03 -0.05 0.12  0.09
N1 -1.69 1.37 0.15  0.11
C4 -0.46 1.47 0.15  -0.04
H5 2.81 -0.26 -0.36  0.15
H6 -1.41 -1.35 1.16  0.12
H7 -1.41 -1.91 -0.40  0.11
N2 0.29 -0.85 0.17  0.15
H8 -2.05 0.01 -1.37  0.13
C5 -2.12 0.03 -0.31  -0.12
H9 2.32 1.53 -0.86  0.17

Properties
molar mass = 97.14 g mol⁻¹
lowest unoccupied orbital energy = -5.03 eV
charge = +1
SMILES string = CC1=[NH+]CCN=C1

(b)
The following is a DFT calculation (ωB97M-V with the def2-TZVPD basis set) of a cluster of 2 separate species, C5H9N2 in total.

Each line ends with the Löwdin charge.
CARTESIAN COORDINATES (ANGSTROEM)
C1 0.34 2.31 -0.49  0.09
H1 0.70 -2.00 2.38  0.12
C2 -0.04 2.42 -1.64  -0.14
H2 -0.40 3.70 -3.17  0.09
H3 0.66 2.57 0.42  0.02
H4 1.82 -3.45 1.92  0.12
C3 -0.46 2.66 -2.97  -0.09
N1 -0.31 -0.46 -0.23  0.35
H5 0.63 -3.24 -0.29  0.19
N2 0.65 -2.58 0.49  0.04
C4 0.17 -1.47 0.13  -0.12
H6 -0.19 0.55 -0.31  0.04
H7 0.08 2.18 -3.77  0.09
C5 0.79 -3.01 1.90  0.03
H8 -1.51 2.38 -3.27  0.12
H9 0.13 -3.73 2.22  0.07

Properties
molar mass = 97.14 g mol⁻¹
lowest unoccupied orbital energy = -3.79 eV
charge = +1

Unit: hartree. Relative energies: (a) 0.0000; (b) 0.0528.

(a)
The following is a DFT calculation (ωB97M-V with the def2-TZVPD basis set) of the ion C5H9N2 with charge +1.

Each line ends with the Löwdin charge.
CARTESIAN COORDINATES (ANGSTROEM)
C1 -0.17 -0.59 1.73  -0.12
H1 -2.24 -0.94 -0.84  0.12
H2 0.23 -2.20 2.92  0.10
C2 1.41 1.59 -2.39  -0.09
H3 1.33 1.33 -3.49  0.12
H4 -2.05 0.65 0.01  0.15
H5 1.14 -0.67 3.15  0.18
H6 2.36 1.16 -1.91  0.12
H7 -1.11 -2.06 0.69  0.17
C3 0.42 0.94 -1.59  -0.13
C4 -0.48 0.25 -1.25  -0.01
C5 -1.54 -0.31 -0.32  -0.12
H8 1.41 2.64 -2.16  0.07
N1 0.26 -1.23 2.86  0.17
H9 -0.01 0.52 1.76  0.18
N2 -0.97 -1.07 0.84  0.08

Properties
molar mass = 97.14 g mol⁻¹
lowest unoccupied orbital energy = -4.02 eV
charge = +1
SMILES string = CC#CCNC=[NH2+]

(b)
The following is a DFT calculation (ωB97M-V with the def2-TZVPD basis set) of a cluster of 2 separate species, C5H9N2 in total.

Each line ends with the Löwdin charge.
CARTESIAN COORDINATES (ANGSTROEM)
H1 3.67 -1.40 1.06  0.12
H2 0.58 -0.44 -0.87  0.11
N1 3.01 0.11 0.00  0.13
N2 0.72 0.36 -0.37  0.24
H3 -1.91 1.12 1.53  0.08
H4 -2.16 1.90 -0.15  0.06
H5 0.25 1.13 -0.65  0.07
H6 1.99 1.72 0.34  0.13
H7 4.49 -1.30 -0.54  0.11
C1 1.91 0.75 0.10  -0.10
H8 -3.04 -1.71 -0.87  0.02
H9 -4.57 -1.30 -0.04  0.06
C2 3.80 -0.85 0.13  0.17
C3 -2.28 1.03 0.48  -0.06
C4 -3.56 -1.10 -0.24  0.04
C5 -2.90 -0.01 0.10  -0.18

Properties
molar mass = 97.14 g mol⁻¹
lowest unoccupied orbital energy = -4.89 eV
charge = +1

Unit: hartree. Relative energies: (a) 0.0000; (b) 0.0649.

(a)
The following is a DFT calculation (ωB97M-V with the def2-TZVPD basis set) of a cluster of 2 separate species, C2H8N2O2 in total.

Each line ends with the Löwdin charge.
CARTESIAN COORDINATES (ANGSTROEM)
H1 1.94 -1.44 2.35  0.03
N1 1.34 1.00 -0.89  0.01
H2 0.21 -0.83 0.34  0.12
H3 2.72 -0.45 3.29  0.03
C1 -1.77 -0.60 -0.06  -0.38
H4 1.66 1.67 -1.58  0.07
H5 -0.16 0.20 -2.10  0.12
O1 2.36 -0.58 2.41  -0.06
C2 -0.04 0.67 -1.14  -0.29
H6 -2.08 -1.23 0.79  0.13
O2 -2.60 -0.22 -0.86  0.01
N2 -0.48 -0.24 -0.10  0.02
H7 1.43 1.42 0.02  0.07
H8 -0.76 1.50 -1.11  0.12

Properties
molar mass = 92.10 g mol⁻¹
lowest unoccupied orbital energy = 0.54 eV
SMILES string = NCNC=O.O

(b)
The following is a DFT calculation (ωB97M-V with the def2-TZVPD basis set) of a cluster of 2 separate species, C2H8N2O2 in total.

Each line ends with the Löwdin charge.
CARTESIAN COORDINATES (ANGSTROEM)
C1 -2.27 1.32 0.35  -0.40
H1 -3.28 1.36 0.78  0.13
O1 0.67 -0.47 -1.05  -0.08
N1 1.51 -1.94 0.56  0.00
H2 2.25 -1.74 -1.43  0.11
H3 0.69 -2.52 0.38  0.07
H4 2.62 -0.45 -0.35  0.10
H5 0.05 -0.52 -0.30  0.04
N2 -1.67 2.52 0.24  0.13
O2 -1.77 0.26 0.02  0.01
H6 -0.68 2.62 0.05  0.11
C2 1.82 -1.15 -0.61  -0.38
H7 2.26 -2.60 0.75  0.07
H8 -2.18 3.31 0.60  0.09

Properties
molar mass = 92.10 g mol⁻¹
lowest unoccupied orbital energy = 0.88 eV
SMILES string = NC=O.NCO

(c)
The following is a DFT calculation (ωB97M-V with the def2-TZVPD basis set) of a cluster of 2 separate species, C2H8N2O2 in total.

Each line ends with the Löwdin charge.
CARTESIAN COORDINATES (ANGSTROEM)
O1 1.44 1.99 0.12  0.07
H1 -2.09 0.36 0.17  0.07
C1 -0.61 -0.56 -0.93  -0.37
H2 0.47 -0.40 -0.99  0.09
N1 -1.08 0.37 0.08  -0.02
H3 3.12 1.22 0.87  0.14
H4 0.49 2.07 0.34  0.10
H5 -1.77 -2.27 -1.02  0.06
O2 1.48 0.37 1.68  0.04
H6 -1.10 -0.25 -1.85  0.11
H7 -0.82 -2.20 0.29  0.07
H8 -0.72 0.14 1.00  0.05
C2 2.03 1.14 0.94  -0.40
N2 -0.85 -1.97 -0.70  -0.01

Properties
molar mass = 92.10 g mol⁻¹
lowest unoccupied orbital energy = 0.98 eV
SMILES string = O=CO.NCN

(d)
The following is a DFT calculation (ωB97M-V with the def2-TZVPD basis set) of a cluster of 2 separate species, C2H8N2O2 in total.

Each line ends with the Löwdin charge.
CARTESIAN COORDINATES (ANGSTROEM)
C1 0.48 0.39 0.25  -0.19
H1 1.43 -0.12 0.53  0.12
H2 -1.88 0.91 1.32  0.02
H3 1.90 -1.69 -2.80  -0.02
O1 -0.77 -1.68 -0.04  0.04
H4 1.02 1.83 1.60  0.06
H5 1.02 -1.29 -1.82  0.07
O2 1.05 -1.34 -2.87  -0.07
H6 -0.06 2.29 0.42  0.07
C2 -0.80 -0.57 0.43  -0.48
H7 -2.50 -0.68 1.58  0.12
N1 0.25 1.57 1.03  0.00
N2 -1.80 -0.02 1.23  0.16
H8 0.65 0.40 -0.86  0.11

Properties
molar mass = 92.10 g mol⁻¹
lowest unoccupied orbital energy = 0.71 eV
SMILES string = NCC(N)=O.O

Unit: hartree. Relative energies: (a) 0.0049; (b) 0.0093; (c) 0.0000; (d) 0.0247.